137
Properties=species:S:1:pos:R:3:mulliken_charge:R:1 method="wB97M-V/def2-TZVPD" gap_ha=0.3537 lumo_ev=-0.28
O -13.565 -18.129 -12.772 -0.649
C -13.728 -17.034 -13.317 0.487
O -12.963 -16.389 -14.059 -0.330
C -13.495 -15.132 -14.457 -0.315
C -14.816 -15.003 -13.711 -0.445
C -15.030 -16.401 -13.214 -0.256
H -13.741 -15.180 -15.518 0.260
H -12.830 -14.302 -14.217 0.284
H -15.577 -14.824 -14.472 0.209
H -14.795 -14.224 -12.949 0.288
H -15.844 -16.933 -13.707 0.335
H -15.145 -16.178 -12.153 0.135
O -10.137 -1.793 -7.505 -0.562
C -9.462 -2.701 -7.088 0.508
O -8.428 -3.392 -7.734 -0.354
C -8.007 -4.513 -6.970 -0.393
C -9.003 -4.874 -5.927 -0.453
C -9.650 -3.476 -5.757 -0.514
H -7.008 -4.272 -6.607 0.334
H -8.090 -5.428 -7.556 0.270
H -8.337 -5.017 -5.076 0.228
H -9.628 -5.747 -6.117 0.333
H -9.021 -2.904 -5.074 0.235
H -10.658 -3.304 -5.381 0.367
O -10.293 -10.461 -11.181 -0.667
C -10.418 -11.630 -10.663 0.517
O -10.966 -12.718 -11.173 -0.296
C -10.669 -13.827 -10.317 -0.401
C -10.534 -13.311 -8.946 -0.406
C -10.004 -11.871 -9.201 -0.481
H -9.813 -14.360 -10.730 0.289
H -11.425 -14.610 -10.266 0.320
H -9.805 -14.032 -8.577 0.276
H -11.437 -13.350 -8.336 0.274
H -8.915 -11.833 -9.171 0.260
H -10.294 -11.120 -8.466 0.317
O -14.816 -11.178 -9.274 -0.659
C -14.904 -10.020 -9.145 0.556
O -14.826 -9.201 -10.156 -0.313
C -14.683 -7.862 -9.753 -0.347
C -14.440 -7.850 -8.281 -0.524
C -14.942 -9.235 -7.867 -0.289
H -15.584 -7.262 -9.882 0.258
H -13.848 -7.359 -10.240 0.312
H -14.919 -7.022 -7.759 0.325
H -13.375 -7.758 -8.067 0.204
H -15.852 -9.328 -7.274 0.274
H -14.316 -9.543 -7.030 0.200
O -18.881 -7.563 -4.697 -0.641
C -19.678 -8.163 -3.922 0.535
O -19.433 -8.452 -2.617 -0.321
C -20.475 -9.105 -1.966 -0.332
C -21.632 -8.873 -2.969 -0.663
C -20.875 -8.822 -4.329 -0.267
H -20.782 -8.684 -1.010 0.287
H -20.306 -10.173 -1.827 0.273
H -22.119 -7.933 -2.711 0.298
H -22.369 -9.675 -2.918 0.345
H -21.354 -8.265 -5.134 0.287
H -20.693 -9.880 -4.516 0.200
C -17.486 -1.669 -15.592 -0.160
C -18.443 -1.874 -14.443 -0.400
O -18.226 -3.148 -13.830 -0.257
S -17.363 -4.104 -14.783 1.070
O -18.143 -5.281 -15.251 -0.544
O -16.070 -4.332 -14.144 -0.501
O -17.152 -2.964 -15.969 -0.336
H -16.529 -1.163 -15.461 0.234
H -17.977 -1.223 -16.456 0.229
H -19.462 -1.808 -14.825 0.280
H -18.528 -1.092 -13.688 0.384
C -17.236 -15.660 -6.751 -0.265
C -17.173 -16.700 -5.587 -0.377
O -18.464 -16.630 -5.041 -0.295
S -19.092 -15.086 -5.184 1.019
O -19.026 -14.275 -3.949 -0.508
O -20.386 -15.068 -5.958 -0.534
O -17.918 -14.548 -6.266 -0.217
H -17.549 -16.022 -7.731 0.311
H -16.179 -15.430 -6.882 0.287
H -16.496 -16.629 -4.735 0.281
H -16.939 -17.728 -5.864 0.299
C -12.103 -1.118 -12.711 -0.600
C -12.856 -1.946 -11.682 -0.091
O -13.683 -0.876 -11.172 -0.306
S -13.728 0.529 -12.040 1.111
O -12.823 1.488 -11.481 -0.542
O -15.145 0.952 -12.186 -0.512
O -12.986 -0.244 -13.366 -0.333
H -11.559 -1.759 -13.406 0.394
H -11.280 -0.576 -12.246 0.367
H -12.037 -2.091 -10.978 0.159
H -13.299 -2.923 -11.874 0.352
C -13.918 -8.644 -16.102 -0.275
C -14.494 -9.964 -15.525 -0.218
O -14.127 -11.052 -16.346 -0.263
S -13.444 -10.526 -17.757 1.047
O -14.468 -10.198 -18.757 -0.517
O -12.243 -11.330 -18.101 -0.513
O -12.993 -9.024 -17.091 -0.365
H -13.403 -8.073 -15.329 0.271
H -14.654 -7.956 -16.517 0.262
H -15.568 -9.885 -15.356 0.296
H -13.961 -10.040 -14.577 0.275
C -13.164 -10.784 -0.788 -0.333
C -13.196 -9.332 -1.394 -0.295
O -12.857 -9.669 -2.690 -0.301
S -11.811 -10.894 -2.975 1.064
O -10.461 -10.485 -3.184 -0.497
O -12.423 -11.803 -3.924 -0.481
O -12.080 -11.352 -1.401 -0.338
H -14.047 -11.407 -0.928 0.296
H -13.045 -10.651 0.287 0.298
H -12.437 -8.687 -0.951 0.275
H -14.130 -8.781 -1.284 0.313
C -20.745 -11.949 -10.513 -0.317
C -19.443 -12.386 -11.329 -0.317
O -18.915 -11.109 -11.725 -0.278
S -20.055 -9.997 -12.090 1.051
O -20.437 -10.227 -13.489 -0.549
O -19.639 -8.691 -11.649 -0.460
O -21.160 -10.707 -11.197 -0.307
H -20.292 -11.700 -9.553 0.265
H -21.568 -12.635 -10.312 0.330
H -19.750 -12.892 -12.245 0.252
H -18.704 -13.033 -10.856 0.330
C -20.522 -3.201 -8.725 -0.290
C -19.049 -2.987 -8.240 -0.290
O -18.818 -1.548 -8.336 -0.322
S -20.252 -0.647 -8.431 1.082
O -20.545 -0.117 -9.776 -0.514
O -20.420 0.238 -7.335 -0.486
O -21.146 -2.050 -8.156 -0.345
H -20.885 -4.101 -8.227 0.294
H -20.619 -3.140 -9.809 0.276
H -18.332 -3.610 -8.775 0.304
H -18.864 -3.374 -7.238 0.292